(1)
Entry from the OMol25 dataset: a 11-piece molecular cluster, C46H124N10O14 overall (the ωB97M-V functional and the def2-TZVPD basis).

Geometry (Å):
C: 3.641 -17.176 5.704
H: 7.887 -18.535 -3.023
C: 2.344 -10.985 -5.774
C: 1.856 -18.236 9.325
N: 3.604 -11.973 8.165
C: 1.234 -17.896 1.390
C: 3.083 -22.400 4.007
C: 2.698 -21.261 10.049
H: 3.172 -23.429 3.657
C: 5.442 -19.409 0.773
C: 6.266 -9.928 -2.210
H: 11.541 -16.436 0.906
O: 4.028 -19.562 1.054
C: 8.123 -18.283 11.825
H: 3.438 -15.157 -0.482
H: 9.264 -16.364 11.508
N: 7.014 -18.180 -3.387
H: 0.278 -20.184 9.130
H: 3.890 -19.291 3.097
H: 6.411 -18.674 4.380
C: 3.606 -16.078 -1.041
H: 2.438 -18.704 10.120
C: 1.790 -12.104 -1.044
H: 5.291 -16.074 -3.680
H: 7.381 -13.722 0.811
H: 1.376 -16.824 1.524
H: 6.647 -10.959 7.006
H: 3.141 -14.669 4.991
C: 5.557 -10.952 6.977
H: 6.594 -17.664 -1.382
H: -2.424 -15.853 3.135
H: 5.252 -21.823 3.853
H: 10.266 -16.270 -0.200
C: -1.168 -9.792 -5.813
H: 5.499 -19.725 -0.268
H: 5.145 -16.507 8.901
C: 4.732 -14.640 2.206
C: -1.494 -13.856 2.776
H: 8.143 -16.191 12.781
C: 6.756 -17.866 3.734
H: 8.073 -9.787 0.528
H: 5.961 -18.471 0.970
H: 5.218 -10.821 0.383
H: 9.550 -17.229 13.061
O: 6.615 -11.880 1.343
H: 1.457 -18.163 0.358
H: 2.614 -21.784 6.760
H: 4.533 -17.498 -2.831
H: 1.443 -19.956 2.298
H: 8.310 -9.870 -1.584
H: 1.386 -9.429 -7.061
H: 6.764 -8.718 0.196
O: 7.857 -18.228 2.915
C: 9.852 -17.220 1.874
H: 1.827 -19.219 4.405
N: 3.027 -21.479 7.630
C: 10.476 -16.210 0.867
H: 8.021 -16.197 2.733
H: 4.812 -18.216 9.319
O: -2.478 -14.756 4.868
H: 1.157 -12.317 -4.640
H: 1.547 -22.457 8.544
O: 5.061 -22.778 5.555
H: 5.858 -17.716 3.135
H: 2.646 -17.155 6.150
C: 5.178 -13.509 7.166
H: 0.233 -13.747 1.497
H: -0.585 -15.267 1.178
H: -1.561 -10.809 -5.830
H: 5.633 -12.205 8.709
C: 6.139 -10.605 0.927
N: 8.887 -18.781 10.697
C: 5.254 -16.682 -2.776
H: -0.431 -12.029 3.032
H: 0.202 -13.255 3.871
H: 2.934 -21.706 3.180
C: 5.969 -8.716 7.445
H: 4.905 -13.926 1.402
N: 7.369 -10.083 -1.287
H: 6.167 -18.969 11.099
H: 3.738 -16.971 -0.431
H: 6.821 -16.964 4.342
C: 7.062 -9.764 0.123
O: 1.997 -22.200 4.911
C: -0.745 -14.228 1.468
H: 5.427 -10.477 -1.782
C: 3.026 -12.784 -4.312
C: 7.938 -16.282 -2.288
C: 3.076 -15.347 4.141
H: 0.836 -18.054 9.666
O: 1.740 -19.112 8.138
H: 2.577 -10.246 -5.007
H: 2.693 -14.977 1.938
H: 6.202 -13.818 7.376
H: 5.515 -8.011 -4.544
C: 1.008 -20.336 8.335
H: 2.588 -12.567 -0.463
C: 5.004 -12.137 7.822
H: 2.790 -13.841 -4.195
H: 0.804 -12.433 -0.715
H: 3.550 -11.197 8.809
O: 0.191 -9.726 -5.433
H: 2.749 -16.210 -1.701
H: 9.486 -19.201 2.068
H: 5.155 -10.920 5.964
H: 6.154 -13.059 -0.172
H: -0.926 -15.666 3.836
N: 10.033 -18.628 1.442
H: 4.475 -16.727 6.243
H: 8.144 -19.021 12.627
H: 2.745 -12.530 2.345
H: -2.416 -13.308 2.586
C: 5.122 -17.244 9.704
H: 2.031 -17.709 3.801
N: 3.110 -13.128 3.073
H: 5.973 -20.123 1.404
C: 6.650 -10.132 -3.677
C: 5.346 -8.848 -5.222
H: 8.724 -16.941 -1.919
H: 8.214 -16.040 -3.314
H: 4.351 -8.525 -5.530
C: 3.029 -12.138 -2.995
H: 3.872 -18.238 5.778
H: 7.740 -17.056 1.195
C: 8.245 -17.096 2.160
C: -1.841 -15.099 3.663
H: 3.135 -10.991 -6.525
H: 0.588 -20.628 7.372
O: 4.860 -15.760 -1.709
H: -1.157 -13.779 0.565
N: 1.553 -18.588 3.666
H: 2.318 -17.290 9.045
H: 3.075 -22.218 10.410
H: 2.995 -11.050 -3.044
H: 1.261 -22.101 4.303
C: 1.902 -18.969 2.354
H: 5.776 -8.380 6.426
H: 6.231 -17.699 12.356
O: 5.462 -10.042 -4.522
H: 4.473 -22.827 6.313
H: 4.043 -12.745 3.036
N: 1.971 -12.340 -5.236
H: 7.381 -9.399 -4.020
C: 3.291 -14.538 2.737
H: 5.775 -7.874 8.109
H: 7.034 -8.912 7.568
H: 3.024 -11.601 7.426
H: 4.027 -12.666 -4.727
H: 2.042 -20.832 10.808
C: 4.462 -21.993 4.584
H: 5.877 -10.015 1.805
C: 3.465 -18.915 2.167
O: 5.081 -9.810 7.631
H: 10.293 -15.203 1.242
O: 3.639 -16.616 4.386
H: -1.366 -9.224 -6.722
C: 6.687 -18.074 11.440
H: 4.884 -15.606 1.725
H: 10.379 -17.000 2.802
H: 5.864 -8.917 -2.148
H: 9.461 -18.631 0.609
H: -3.289 -15.452 6.782
H: 8.353 -19.370 10.074
H: 6.293 -18.885 -3.342
H: 3.621 -20.687 9.976
H: 2.069 -15.761 4.183
H: 0.543 -10.837 -7.177
C: 1.114 -10.279 -6.435
H: 7.822 -15.364 -1.712
H: 7.878 -12.429 -0.284
O: 6.434 -17.201 10.289
H: 0.173 -18.019 1.610
H: 4.376 -16.796 10.359
H: 5.089 -13.326 6.095
N: -0.668 -12.883 3.517
H: 3.677 -17.847 2.107
H: -1.570 -9.231 -4.969
H: 4.425 -14.247 7.442
C: 2.006 -21.475 8.655
H: 4.344 -21.064 5.142
H: 1.733 -11.019 -1.123
C: 7.068 -12.784 0.354
H: 6.107 -8.828 -6.002
H: 3.945 -12.469 -2.504
H: -2.327 -16.663 5.863
H: 5.483 -14.511 2.986
O: 1.834 -12.622 -2.256
H: -3.923 -16.150 5.449
C: 8.807 -16.925 12.324
C: 6.687 -17.229 -2.378
H: 7.078 -11.133 -3.729
H: 3.212 -20.507 7.430
H: 8.955 -17.942 10.138
C: -2.959 -15.778 5.796

## Properties
* ΔE to the lowest compared entry with this formula, charge and spin: 149.6 kcal/mol
* structure (SMILES): COC[C@H](C)N.COC[C@H](C)N.COC[C@H](C)N.COC[C@H](C)N.COC[C@H](C)N.COC[C@H](C)N.COC[C@H](C)N.COC[C@H](C)N.COCCNCCOC.COCCNCCOC.OCCO

---

(2)
Entry from the OMol25 dataset: a 14-piece molecular cluster, C46H127N7O23 overall (the ωB97M-V functional and the def2-TZVPD basis).

Geometry (Å):
H: -3.895 -6.032 -2.238
H: -5.005 -1.558 -1.439
O: -2.629 5.525 0.477
H: 6.959 -4.213 1.149
H: -0.160 1.039 -6.949
O: 4.262 -0.755 -2.273
H: 7.552 1.228 1.776
C: 8.460 4.153 4.193
C: 3.140 0.216 -0.410
C: 0.010 1.700 -3.740
H: -1.774 3.365 5.477
H: -5.453 -8.225 0.997
H: -1.495 5.661 2.954
C: 5.263 1.391 3.059
C: -1.454 -5.250 -3.642
H: 8.142 -1.590 -2.263
H: -0.320 6.319 -0.053
H: 4.992 -1.861 1.095
H: -1.616 8.026 3.962
N: 6.364 0.466 3.397
H: 0.504 9.943 5.235
O: -2.633 -5.169 -4.331
H: -1.696 2.496 0.313
H: 4.123 1.504 4.833
H: -5.429 -5.794 -1.789
H: 1.055 1.699 -3.804
H: 8.297 1.425 4.690
O: 0.445 8.179 4.210
H: -6.532 -7.248 0.120
H: -0.592 -5.103 -4.316
H: 6.193 -0.438 3.060
H: -0.375 -1.254 0.475
C: 8.373 1.788 3.658
N: 7.243 -2.400 2.244
C: -6.052 0.901 -2.761
H: -3.721 1.241 -7.969
C: 2.769 -4.535 -2.834
H: 1.683 1.236 4.769
H: -1.371 -4.513 -2.813
H: -2.696 1.498 -4.553
H: 3.877 -3.684 -4.185
C: 0.550 8.860 5.348
H: 2.852 -0.764 -0.071
H: 8.234 -2.516 2.371
H: -1.259 4.454 6.776
H: -3.570 5.972 3.555
H: -5.934 0.903 -0.657
H: -0.658 -2.712 -1.467
C: -4.571 5.244 1.974
H: 2.185 -3.496 2.722
C: 0.405 6.081 0.719
C: -0.714 8.387 3.440
H: -5.388 -2.124 -5.904
H: -4.980 -9.464 -1.157
H: -1.956 2.785 -5.567
C: -0.735 -0.302 -0.015
H: 3.939 -1.330 -2.977
O: -5.829 -1.061 -1.365
H: -3.906 -8.654 -2.320
H: -3.881 4.611 5.604
H: 9.361 4.284 3.556
H: -4.203 -4.023 -0.772
O: -1.164 -0.630 -1.344
H: -0.416 4.158 0.726
H: 8.534 -2.353 0.044
H: -2.657 0.404 2.687
C: 7.673 0.769 2.795
H: 2.831 -5.460 -3.517
H: -2.022 -2.455 0.078
C: 4.070 1.016 3.851
H: 3.060 4.329 0.957
C: -1.976 0.307 0.707
O: -4.441 -2.167 1.776
C: 2.585 4.540 1.901
H: 0.444 6.223 2.728
C: -1.416 5.434 4.874
H: 1.289 2.425 3.555
O: -7.463 1.099 -2.644
H: 2.425 2.945 4.714
H: 1.548 8.668 5.772
C: 1.276 -3.150 3.212
C: -1.903 4.396 5.886
H: -0.290 2.735 -3.537
H: -2.707 -3.181 2.427
H: -5.207 -6.406 1.063
C: -2.393 1.669 0.086
H: -6.001 -9.801 -3.733
N: -0.248 6.474 1.978
H: -5.642 -4.516 -5.658
C: 3.346 0.215 -1.882
C: -6.634 -9.182 -3.115
H: 7.891 5.079 4.242
H: -2.207 5.585 1.347
H: -1.816 6.404 5.211
H: 7.063 -1.431 -0.296
C: -4.485 -7.344 -0.731
C: -0.563 1.222 -5.038
H: -7.094 -9.850 -2.367
O: 7.253 -3.215 -1.297
H: 8.138 -0.211 2.682
C: 7.437 -2.366 -2.399
O: 0.087 -1.150 4.087
H: -2.165 -3.272 -4.857
C: -5.483 -7.292 0.402
H: -0.880 9.499 3.336
H: 0.095 0.307 -0.019
H: 1.176 4.231 -0.079
H: -3.730 -1.413 -5.643
O: 2.960 1.561 3.229
H: 3.565 -5.222 -0.917
C: 2.090 2.037 4.220
H: -2.321 2.381 -7.942
H: -4.259 4.223 2.141
H: 4.088 0.411 0.100
H: 1.278 6.671 0.497
O: 0.215 -3.706 2.343
H: 5.009 1.269 2.040
H: -4.033 -2.849 -3.761
C: -5.443 0.303 -1.462
H: 7.735 -2.990 -3.240
C: -4.206 -3.258 -4.708
C: -0.408 -1.739 -1.880
H: -7.315 -8.691 -3.772
H: -4.656 5.363 -0.121
H: 1.087 -1.081 2.328
O: -3.823 -3.128 -0.749
O: 1.229 4.198 1.896
H: -0.301 5.473 4.865
O: 2.256 1.263 -0.078
H: -1.508 7.998 1.505
O: 3.075 -3.422 -3.667
N: -1.789 0.379 2.167
H: -5.540 1.863 -2.817
H: -0.500 -0.738 3.432
H: 0.664 -1.579 -1.687
H: -1.280 1.270 2.351
C: -4.791 -8.511 -1.681
O: -1.900 5.020 3.624
O: -2.423 0.966 -6.438
C: -0.524 7.875 2.043
H: 5.576 2.418 3.166
H: 2.718 5.615 2.102
C: 5.231 -2.898 1.055
H: 2.435 0.131 -2.457
H: 2.458 1.544 0.836
H: -4.052 6.911 0.621
H: -4.843 -2.187 0.954
H: 6.778 -2.631 3.132
H: 0.236 8.418 1.446
C: 7.435 -2.449 -0.091
N: 0.299 1.455 -6.170
O: 7.677 3.050 3.579
H: 1.117 0.876 -6.024
C: 1.132 -1.640 3.315
H: 9.461 1.863 3.407
H: 4.922 -3.344 0.135
C: 6.738 -3.087 1.148
H: 2.027 -1.241 3.877
H: -0.772 0.137 -4.944
H: 3.756 -3.466 -1.320
H: 1.790 -4.393 -2.455
N: -4.431 -2.161 -5.653
H: -2.500 1.689 -0.996
H: 3.011 3.850 2.686
H: 3.724 1.250 -2.130
H: -0.082 8.571 6.173
C: 0.560 4.602 0.739
H: -2.291 -4.159 0.112
H: -7.920 0.309 -2.884
C: -2.822 -3.210 0.276
O: -3.250 4.590 6.387
H: -5.763 0.295 -3.616
H: -0.588 -1.663 -2.979
H: -3.743 2.626 -6.886
H: -4.096 -4.224 1.793
H: -0.594 -3.460 2.764
C: 3.779 -4.505 -1.699
H: 4.687 -3.465 1.819
O: 5.038 -4.826 -2.256
H: -1.370 -6.255 -3.332
O: -4.427 6.089 3.120
H: -4.369 0.387 -1.420
H: -2.778 -4.273 -6.141
H: -3.452 -7.365 -0.430
C: -4.053 5.814 0.692
C: -1.950 1.699 -5.328
H: 6.446 -2.039 -2.670
H: -5.652 5.249 1.828
H: -3.326 2.040 0.581
H: -5.135 -5.062 -4.043
C: -3.503 -3.288 1.624
N: -4.510 -6.033 -1.453
C: -2.926 -4.034 -5.118
H: -6.345 -3.663 -4.229
H: 3.995 -0.070 3.995
H: -2.719 -0.419 0.634
C: -5.442 -4.202 -4.622
H: 1.171 -3.586 4.190
H: 8.825 3.904 5.188
C: -3.082 1.872 -7.334
O: -5.931 -8.176 -2.445
H: -0.256 1.115 -2.841
H: 5.747 -4.306 -1.813

---

Per-record E_HOMO, eV: -8.7, -8.6
Per-record largest force on an atom, eV/A: 5.55, 4.15
Per-record Kohn-Sham gap, Eh: 0.336, 0.337